(1)
Here is a structure of composition C35H50FeO31Rb from the Open Molecules 2025 dataset. Energies are from wB97M-V/def2-TZVPD.

```
118
Properties=species:S:1:pos:R:3:forces:R:3
Fe 29.9742 4.8752 -27.9708 2.382 -0.055 -1.244
Rb 31.1649 1.0818 -28.1838 -0.631 0.863 -0.273
O 30.7584 6.4323 -29.4243 -0.219 -1.288 2.021
C 31.8683 5.8300 -30.0012 -0.619 -0.863 -0.068
C 32.7288 4.7628 -29.1069 -2.464 0.829 0.447
O 31.8625 3.8676 -28.3283 1.223 1.296 -1.100
H 32.5269 6.6070 -30.3893 0.903 0.345 0.180
H 31.4694 5.3966 -30.9183 0.332 -1.058 -0.475
H 33.3805 5.4328 -28.5460 -0.261 0.307 1.369
H 33.5395 4.2774 -29.6502 -0.329 -0.868 -0.960
C 31.3366 5.6028 -23.9379 0.273 -1.391 2.138
C 31.3767 4.7927 -22.6807 -0.516 0.544 -3.634
C 30.6558 3.3824 -22.7398 -0.483 -0.414 1.856
O 30.6687 2.7924 -21.6068 -0.297 0.234 -2.596
C 30.0441 2.9602 -23.9965 1.785 0.239 4.566
C 30.1645 3.7341 -25.0952 -0.961 -0.870 -2.665
C 30.8190 5.1286 -25.0992 -0.282 1.377 -1.346
O 30.8787 5.9106 -26.1500 -1.447 -2.598 -0.035
O 29.6679 3.1606 -26.1378 0.598 2.297 -1.247
O 31.9761 5.1398 -21.6996 0.508 0.225 1.556
H 31.8590 6.5432 -24.0337 0.059 0.135 0.444
H 29.6311 1.9667 -24.0901 -0.219 0.073 0.040
C 28.2639 4.6298 -31.3786 -0.473 -0.328 -1.301
C 28.8320 3.5281 -30.8000 0.489 1.783 1.670
C 29.6039 2.5038 -31.6998 0.540 -2.934 2.428
O 30.1054 1.4187 -31.2095 -0.137 0.413 1.689
C 29.7111 2.6190 -33.0274 -1.755 3.501 -2.348
C 29.1068 3.7953 -33.6649 0.610 -1.324 2.024
C 28.3176 4.8428 -32.7676 -0.132 0.715 -1.565
O 27.8073 5.8122 -33.3664 0.281 -0.739 0.486
O 29.2017 3.9571 -34.8537 -0.278 0.781 -2.128
O 28.7816 3.5554 -29.4893 1.046 -1.588 -0.265
H 27.7070 5.3402 -30.7855 0.202 0.072 0.180
H 30.1163 1.9052 -33.7292 0.279 -0.270 0.411
C 32.3434 -1.2641 -31.3666 0.845 2.503 0.363
O 32.1085 -2.5949 -31.0654 -0.232 -1.579 0.553
C 31.9773 -2.9282 -29.7676 -0.580 2.539 -1.147
O 31.8197 -2.1307 -28.8609 0.380 -1.397 -0.414
O 31.9713 -4.2413 -29.7523 0.171 -0.794 0.245
C 31.6540 -4.8267 -28.5206 -0.460 -1.176 0.752
H 32.2418 -1.0473 -32.4300 -0.239 -0.461 0.146
H 33.3557 -0.9978 -31.0624 0.364 -0.139 -0.180
H 31.7380 -0.5528 -30.8048 -0.623 -0.230 -0.266
H 31.7999 -5.9033 -28.6086 0.492 0.031 -0.265
H 30.5848 -4.7746 -28.3155 -0.013 0.711 0.244
H 32.2762 -4.4565 -27.7057 -0.223 0.199 -0.022
C 37.5542 -1.1241 -31.2174 -0.966 -1.098 0.503
O 37.1118 0.1100 -30.6810 -0.195 0.439 0.809
C 36.1904 0.1200 -29.6567 -0.802 -0.466 -1.151
O 35.6320 -0.8592 -29.1826 1.137 1.064 -0.524
O 35.9137 1.3933 -29.3989 0.905 -0.406 0.076
C 35.0548 1.6792 -28.2857 -0.883 -0.080 0.036
H 37.1067 -1.9290 -30.6342 0.236 -0.125 0.251
H 38.6390 -1.2297 -31.2088 -0.038 0.430 0.129
H 37.1710 -1.3174 -32.2193 0.030 0.676 -0.199
H 35.0739 2.7486 -28.0754 0.461 -0.146 -0.132
H 35.3054 1.0739 -27.4146 0.128 0.212 -0.083
H 34.0211 1.4816 -28.5693 0.045 -0.175 -0.002
C 33.7096 2.0672 -31.7008 -1.183 1.086 -0.546
O 34.6591 1.3842 -32.4836 2.814 -0.046 -3.389
C 35.0757 1.9108 -33.7476 -3.109 0.140 0.964
O 34.4423 2.7394 -34.3949 1.825 -1.541 1.367
O 36.1563 1.2269 -34.1744 0.020 -0.513 1.503
C 36.5205 1.3389 -35.5393 -1.019 1.603 0.117
H 32.7339 2.1125 -32.1846 -0.167 -0.265 -0.070
H 33.9956 3.1132 -31.5896 0.142 -0.140 0.604
H 33.6106 1.4893 -30.7819 0.194 0.390 -0.023
H 36.5593 2.4071 -35.7524 0.258 0.082 -0.310
H 35.6723 0.9770 -36.1204 0.453 -0.487 -0.395
H 37.5059 0.9038 -35.7061 -0.420 -0.351 0.145
C 22.0997 1.5320 -26.7062 1.912 2.203 0.530
O 23.4249 1.1171 -27.1852 -0.825 -0.351 0.186
C 24.5741 1.7765 -26.8163 0.769 -0.171 1.035
O 24.6720 2.6976 -26.0114 -0.581 -1.759 -1.855
O 25.5976 1.1058 -27.4363 -1.388 1.073 0.787
C 26.9071 1.6671 -27.1693 0.810 0.392 0.746
H 21.6749 1.0615 -25.8195 0.328 -1.259 -0.491
H 21.4106 1.6774 -27.5381 0.233 -0.547 0.018
H 22.2844 2.5102 -26.2622 -0.153 0.502 -0.303
H 26.8668 2.7544 -27.2340 0.224 -0.246 -0.321
H 27.6745 1.2098 -27.7939 -0.670 0.273 -0.657
H 27.2787 1.4045 -26.1788 -0.564 0.051 0.322
C 33.9391 3.3706 -25.3113 -0.924 0.011 -0.384
O 35.3660 3.3786 -25.0333 0.166 0.220 0.716
C 35.8418 4.2972 -24.1985 0.572 1.624 1.423
O 35.3557 5.3681 -23.8639 0.980 -2.244 -0.652
O 37.1037 3.8313 -23.7150 -2.124 0.043 -1.435
C 37.8543 4.5142 -22.7313 0.283 -0.432 -0.147
H 33.7680 2.5993 -26.0623 0.324 0.164 -0.055
H 33.5133 4.3038 -25.6798 0.557 0.189 -0.119
H 33.3095 3.0930 -24.4659 0.541 0.026 0.499
H 37.3917 5.3802 -22.2579 -0.295 -0.157 -0.238
H 38.8136 4.7783 -23.1763 -0.024 0.415 -0.145
H 38.1032 3.7330 -22.0130 -0.182 0.222 0.445
C 29.7692 -3.0790 -25.4342 -0.859 0.375 -0.451
O 28.8360 -3.2049 -26.5561 0.314 -2.446 0.915
C 28.3377 -2.1716 -27.1743 0.964 3.167 -0.861
O 28.6847 -1.0265 -26.9118 -0.949 -1.056 -0.502
O 27.5368 -2.5655 -28.1818 -0.453 -0.894 1.314
C 27.0123 -1.6429 -29.1583 1.358 0.207 -0.505
H 29.4678 -2.2429 -24.8032 0.272 0.149 -0.232
H 30.7932 -2.9991 -25.7991 -0.157 0.327 -0.104
H 29.6748 -3.9888 -24.8414 -0.165 -0.083 -0.304
H 26.7218 -0.6725 -28.7556 0.171 -0.212 0.066
H 26.2067 -2.0882 -29.7421 -0.187 -0.364 0.743
H 27.8427 -1.5978 -29.8628 -0.115 0.907 -0.189
C 34.9758 -1.6733 -26.4568 -0.276 0.555 -0.103
O 34.4563 -1.2162 -25.1645 0.169 -1.046 -0.636
C 33.2805 -0.5924 -25.0959 -0.874 1.458 0.839
O 32.6203 -0.1558 -26.0159 0.501 -0.755 0.096
O 32.9749 -0.4037 -23.7928 -0.024 -1.255 -0.242
C 31.6884 0.2638 -23.4542 1.758 0.867 -0.849
H 35.5739 -0.8768 -26.8997 0.109 -0.330 0.336
H 34.2560 -1.9314 -27.2336 -0.705 0.378 0.467
H 35.5429 -2.5934 -26.3159 0.216 0.316 0.560
H 32.0083 1.3057 -23.4665 -0.842 0.088 -0.283
H 31.4035 0.0954 -22.4156 0.147 -0.699 -0.291
H 30.9686 0.0220 -24.2362 -0.098 0.173 0.367
```
Forces are in eV/Å.

The calculation puts the LUMO energy (spin up / spin down) at 4.14 / 4.14 eV. The calculation puts the HOMO energy (spin up / spin down) at 0.609 / 0.626 eV. The spin multiplicity is 5. The energy comes out at -135616.180 eV. The energy above the lowest of the compared OMol25 structures with the same formula, charge and spin is 0.000 eV. For the HOMO-LUMO gap (spin up / spin down), the calculation gives 3.535 / 3.518 eV. The total charge is -3. As for the expectation value of S²: 6.008.

***

(2)
Here is a structure of composition C35H51BiGe2N10O2 from the Open Molecules 2025 dataset. Energies are from wB97M-V/def2-TZVPD.

```
101
Properties=species:S:1:pos:R:3:forces:R:3
Bi -0.2721 -0.4899 -0.3079 0.346 0.195 0.033
C -3.4231 2.7321 0.2350 -0.009 0.000 0.005
C -2.8720 1.3489 0.0304 0.150 0.149 -0.120
O -1.6325 1.3103 -0.3234 -0.106 -0.081 -0.020
C -3.7008 0.2609 0.2005 -0.075 -0.030 0.066
C -3.4398 -1.0892 -0.1340 -0.013 0.007 -0.033
C -4.5937 -2.0463 -0.0912 0.014 -0.024 -0.012
N -2.2612 -1.5376 -0.5173 -0.032 -0.065 0.089
N -2.2330 -2.8726 -0.9218 0.101 -0.042 -0.040
C -1.0467 -3.2658 -1.2752 -0.157 0.074 0.124
O 0.0107 -2.5086 -1.2581 0.027 -0.004 -0.107
C -0.8746 -4.6742 -1.7064 0.049 -0.042 -0.026
C -1.8770 -5.6170 -1.4971 0.001 -0.010 -0.016
C -1.6766 -6.9361 -1.8693 -0.025 0.017 0.012
C -0.4781 -7.3222 -2.4561 0.021 -0.005 -0.013
C 0.5213 -6.3835 -2.6704 0.000 -0.006 0.003
C 0.3262 -5.0641 -2.2907 -0.029 0.005 0.008
H -3.1290 3.3614 -0.6059 0.001 -0.008 0.002
H -4.5063 2.7327 0.3287 0.003 0.005 0.005
H -2.9855 3.1559 1.1400 0.012 0.016 0.019
H -4.7125 0.4790 0.5071 -0.008 -0.025 -0.002
H -5.4815 -1.5564 0.2981 -0.007 0.001 0.002
H -4.7942 -2.4320 -1.0908 0.001 0.004 0.004
H -4.3395 -2.9112 0.5212 -0.004 0.003 -0.003
H -2.8018 -5.3053 -1.0309 0.002 -0.002 -0.009
H -2.4567 -7.6670 -1.6995 0.004 -0.004 -0.003
H -0.3258 -8.3540 -2.7460 0.005 0.002 -0.002
H 1.4563 -6.6815 -3.1281 0.000 -0.005 -0.003
H 1.1048 -4.3257 -2.4309 -0.018 -0.006 0.000
C 4.2549 2.7108 -1.1768 -0.003 0.018 0.033
N 3.5966 2.0715 -2.3013 0.049 -0.016 0.024
C 3.7778 2.7666 -3.5706 -0.035 0.020 -0.058
C 2.5100 1.2812 -2.0377 -0.051 -0.068 -0.011
N 1.9322 1.1319 -0.9082 -0.007 0.079 -0.101
N 2.1242 0.4985 -3.1390 0.031 0.012 0.034
C 0.8811 0.0006 -3.4562 0.029 0.006 -0.039
N 0.8339 -0.5558 -4.6944 0.014 -0.013 0.004
N -0.1340 0.0584 -2.6633 -0.048 0.022 0.046
H 5.2277 3.0709 -1.5055 0.004 -0.011 -0.001
H 4.4153 1.9922 -0.3737 0.001 0.003 -0.006
H 3.6868 3.5663 -0.7924 -0.011 -0.006 -0.009
H 4.8135 2.6838 -3.8998 0.001 -0.008 0.003
H 3.5328 3.8271 -3.4643 0.001 -0.006 0.021
H 3.1288 2.3582 -4.3391 0.003 -0.013 0.005
H 2.2558 1.8093 -0.2256 -0.051 0.011 -0.001
H 2.8749 0.2369 -3.7562 0.002 -0.001 -0.005
H 1.5053 -0.3255 -5.4048 -0.003 0.011 -0.002
H 0.0026 -1.0386 -4.9848 -0.003 -0.004 0.006
H -0.9800 -0.2559 -3.1280 -0.019 0.000 0.042
N -0.5940 0.0369 2.3364 -0.003 0.263 0.149
H 0.2430 -0.3006 2.8085 -0.034 0.010 0.054
H -1.3911 -0.3590 2.8254 -0.021 0.035 -0.019
H -0.6232 1.0655 2.4758 -0.051 -0.361 -0.163
C 5.6961 -3.9179 0.4626 0.013 -0.008 -0.024
Ge 4.4576 -2.6514 -0.3687 -0.009 0.057 0.017
C 3.8992 -3.3245 -2.1190 -0.030 -0.004 -0.058
C 5.3508 -0.9219 -0.6088 0.015 0.008 -0.003
Ge 2.4618 -2.2554 0.9529 0.008 -0.146 -0.027
C 1.3843 -3.8295 1.3187 -0.003 0.021 0.028
C 1.7725 -5.0860 0.8554 -0.034 -0.016 0.005
C 0.9466 -6.1906 1.0135 0.002 -0.007 0.009
C -0.2888 -6.0521 1.6283 0.029 -0.003 -0.009
C -0.6940 -4.8067 2.0910 0.002 0.019 -0.001
C 0.1372 -3.7076 1.9373 -0.031 0.003 0.007
C 2.6610 -1.1660 2.5537 -0.037 0.057 -0.020
C 3.1411 0.1431 2.4409 0.011 0.009 0.045
C 3.2041 0.9789 3.5457 -0.005 -0.003 -0.012
C 2.7806 0.5204 4.7870 0.002 0.014 0.007
C 2.3081 -0.7778 4.9180 -0.007 -0.026 -0.030
C 2.2462 -1.6151 3.8100 0.005 0.027 0.035
H 6.5706 -4.0233 -0.1823 0.005 -0.015 0.021
H 5.2358 -4.8982 0.5809 -0.004 0.006 0.004
H 6.0260 -3.5709 1.4408 -0.017 0.022 0.000
H 4.7492 -3.3261 -2.8034 -0.011 -0.006 -0.012
H 3.1048 -2.7010 -2.5342 0.014 0.008 0.004
H 3.5180 -4.3434 -2.0437 0.011 0.003 0.018
H 6.2714 -1.0462 -1.1816 -0.011 -0.015 -0.003
H 5.6082 -0.4828 0.3560 -0.009 0.006 -0.005
H 4.6979 -0.2332 -1.1480 0.009 0.002 0.006
H 2.7277 -5.2140 0.3570 0.004 0.018 0.001
H 1.2638 -7.1570 0.6424 -0.013 0.001 0.006
H -0.9383 -6.9103 1.7400 0.000 -0.002 -0.001
H -1.6612 -4.6922 2.5643 0.001 0.002 0.002
H -0.1972 -2.7383 2.3007 0.011 -0.035 -0.013
H 3.4705 0.5120 1.4739 -0.016 -0.027 0.000
H 3.5807 1.9890 3.4417 -0.003 0.000 0.009
H 2.8225 1.1720 5.6499 0.003 0.002 -0.003
H 1.9869 -1.1427 5.8852 0.004 0.004 0.004
H 1.8743 -2.6265 3.9261 0.004 -0.003 0.000
C 0.2017 4.0909 0.6232 -0.015 0.005 -0.023
C -0.5745 4.1240 1.8935 -0.040 0.057 0.032
N -0.8398 3.0980 2.6658 0.110 -0.184 0.025
C -1.5642 3.5888 3.7279 -0.054 0.101 -0.006
C -1.7475 4.9296 3.5890 0.030 -0.028 -0.019
N -1.1083 5.2583 2.4149 -0.002 -0.010 -0.014
H -0.0127 3.1630 0.0940 -0.006 -0.002 0.011
H 1.2740 4.1556 0.8228 0.006 -0.008 0.007
H -0.0709 4.9248 -0.0246 0.008 -0.002 0.002
H -1.9148 2.9503 4.5213 0.008 -0.005 -0.006
H -2.2559 5.6586 4.1937 0.003 -0.001 -0.002
H -1.0488 6.1750 2.0070 -0.009 0.007 0.015
```
Forces are in eV/Å.

The calculation puts the LUMO energy (spin up / spin down) at -1.98 / -3.02 eV. The calculation puts the HOMO energy (spin up / spin down) at -8.734 / -9.558 eV. The spin multiplicity is 2. The energy comes out at -174986.865 eV. The energy above the lowest of the compared OMol25 structures with the same formula, charge and spin is 0.368 eV. For the HOMO-LUMO gap (spin up / spin down), the calculation gives 6.755 / 6.535 eV. The total charge is +1. As for the expectation value of S²: 0.756.

***

Q: Look up the energy above the lowest of the compared OMol25 structures with the same formula, charge and spin of the second one.
A: 0.368 eV

***

Q: The lowest total charge belongs to which entry?
A: C35H50FeO31Rb

***

Q: Which formula does entry 1 have?
A: C35H50FeO31Rb

***

Q: Among the records above, which one has the highest energy?
A: C35H50FeO31Rb